[1]
# C5H4ClHfNO6

C5H4ClHfNO6 as an isolated structure (ωB97M-V/def2-TZVPD, the OMol25 dataset).

Maximum force, eV/Å: 7.475
Net charge: +4
Orbital gap, eV: 2.73
E_HOMO, Ha: -0.9340
LUMO level, eV: -22.69

XYZ file:
```
18
Properties=species:S:1:pos:R:3:lowdin_charge:R:1
O 2.939 -2.107 0.867 0.34
N 2.445 -1.565 -0.065 0.12
O 1.208 -1.131 0.383 0.03
C 0.898 0.089 -0.370 -0.24
O 1.672 1.075 0.408 0.01
C 0.785 1.689 1.392 -0.25
O 0.995 2.623 2.184 0.34
O -0.501 1.004 1.251 0.11
C -0.554 0.776 -0.177 -0.16
C -1.903 -0.047 -0.491 0.03
C -1.905 -1.579 0.006 -0.46
O -1.273 -2.536 -0.502 0.31
Cl -2.981 -2.004 1.453 1.10
H 1.442 0.179 -1.406 -0.03
H -0.458 1.739 -0.800 0.20
H -2.229 -0.022 -1.603 0.19
H -2.758 0.494 0.092 0.20
Hf 2.178 1.325 -2.624 2.17
```



[2]
# C5H4ClN3

One molecule with the formula C5H4ClN3 (ωB97M-V/def2-TZVPD, the OMol25 dataset).

Maximum force, eV/Å: 5.225
Orbital gap (spin up / spin down), eV: 6.49 / 7.16
Multiplicity: 3
<S²>: 2.05
E_HOMO (spin up / spin down), Ha: -0.2429 / -0.3609
LUMO level (spin up / spin down), eV: -0.12 / -2.66

XYZ file:
```
13
Properties=species:S:1:pos:R:3:lowdin_charge:R:1
C 3.335 -1.934 0.475 -0.27
C 2.397 -0.984 0.461 -0.04
C -1.354 -0.670 -0.723 -0.47
C -0.792 0.387 -0.136 -0.34
C -1.362 1.801 0.170 0.00
N 4.304 -2.578 0.328 0.13
N 0.465 0.384 0.410 0.08
N 1.317 -0.498 0.474 0.03
Cl -2.894 -0.451 -1.419 0.70
H -1.879 2.093 -0.665 0.04
H -1.992 1.625 0.918 0.04
H -0.626 2.408 0.468 0.04
H -0.918 -1.583 -0.762 0.04
```



[3]
# C5H4F6N2O

One molecule with the formula C5H4F6N2O (ωB97M-V/def2-TZVPD, the OMol25 dataset).

SMILES: CN1N(F)C(C(F)(F)F)=C(F)[C@@]1(O)F
Maximum force, eV/Å: 3.740
Orbital gap, eV: 9.86
E_HOMO, Ha: -0.3608
Energy relative to the best compared isomer or geometry (same formula, charge and spin), kcal/mol: 63.4
LUMO level, eV: 0.05

XYZ file:
```
18
Properties=species:S:1:pos:R:3:lowdin_charge:R:1
C 0.910 0.083 0.479 -0.03
N 0.199 0.834 -0.542 -0.01
N 0.994 0.769 -1.789 0.01
F 2.054 1.723 -1.781 0.01
C 0.108 0.886 -2.792 -0.08
C 0.526 0.909 -4.215 -0.52
F 1.773 1.360 -4.395 0.17
F 0.449 -0.358 -4.733 0.13
F -0.345 1.623 -4.966 0.15
C -1.167 0.810 -2.420 -0.10
F -2.225 0.776 -3.208 0.16
C -1.197 0.640 -0.914 -0.44
O -2.051 1.296 -0.186 0.15
F -1.429 -0.828 -0.587 -0.05
H 1.840 -0.229 -0.020 0.09
H 1.327 0.701 1.260 0.07
H 0.190 -0.771 0.767 0.12
H -2.974 1.119 -0.477 0.16
```



[4]
# C5H4FNO6S2

C5H4FNO6S2 as an isolated structure (ωB97M-V/def2-TZVPD, the OMol25 dataset).

Maximum force, eV/Å: 6.207
Orbital gap, eV: 8.66
E_HOMO, Ha: -0.3427
Energy relative to the best compared isomer or geometry (same formula, charge and spin), kcal/mol: 0.0
LUMO level, eV: -0.67

XYZ file:
```
19
Properties=species:S:1:pos:R:3:lowdin_charge:R:1
C -1.133 -0.041 0.978 0.10
C -0.644 -1.247 1.250 0.09
C -0.415 0.358 -0.365 -0.43
C 0.414 -1.738 0.249 -0.38
C -1.443 0.272 -1.439 -0.15
N 2.799 0.868 -0.879 -0.43
O -2.032 -0.702 -1.847 0.12
O 3.568 -1.326 0.167 -0.54
O 0.364 1.598 -0.367 -0.12
O 1.737 0.642 1.489 -0.21
O 0.532 -0.627 -0.649 -0.06
O 1.086 -2.680 0.322 0.21
F 2.060 2.803 0.453 -0.13
S 3.305 -0.739 -1.126 0.84
S 1.792 1.263 0.191 0.68
H -1.786 0.515 1.481 0.09
H -0.893 -1.826 2.072 0.11
H -1.749 1.320 -1.865 0.17
H 4.751 -0.484 -1.544 0.04
```



Which formula does entry 4 have? C5H4FNO6S2



Among the records above, which one has the lowest maximum force? C5H4F6N2O



What is the maximum force in the fourth record? 6.207 eV/Å